Here is an isolated molecule of C6H6 from the OMol25 dataset. Energies are from wB97M-V/def2-TZVPD.

XYZ file:
```
12
Properties=species:S:1:pos:R:3:forces:R:3
H 1.47593 1.36903 0.95711 -0.055 -0.077 -0.095
C 0.81271 -1.11562 -0.14764 0.251 -0.338 0.024
C 0.81462 1.36847 0.08582 -0.014 0.019 0.024
H 0.12249 2.21179 0.14853 0.149 -0.114 0.040
C 0.04226 0.08516 -0.05118 0.017 -0.021 0.085
H 2.16778 -2.93592 0.04889 -0.151 0.204 -0.081
C -2.18266 -0.93944 -0.45409 0.181 0.370 0.554
H 1.44216 1.50123 -0.80336 -0.039 -0.077 0.141
H -3.21002 -0.64034 -0.14635 0.203 -0.224 -0.184
C -1.32740 0.10916 0.00612 -0.006 -0.208 -0.085
C 1.54845 -2.06825 -0.04576 -0.363 0.391 -0.110
H -1.70633 1.05471 0.40191 -0.173 0.074 -0.312
```
Forces are in eV/Å.

Frontier orbital gap (spin up / spin down) = 7.0 / 7.1 eV
HOMO (spin up / spin down) = -0.300 / -0.307 Eh
Lowest unoccupied orbital energy (spin up / spin down) = -1.20 / -1.20 eV
Energy relative to the best compared isomer or geometry (same formula, charge and spin) = 6.199 eV
Maximum force = 0.69 eV/A
Molar mass = 78.1 g mol⁻¹

natural (NBO) atomic charge list, values in e, 4 entries: number 1, H, carries 0.24; number 2, C, carries -0.07; number 3, C, carries -0.65; number 4, H, carries 0.22

Here is a cluster of 6 separate species, C2H18NO5 in total in a non-equilibrium geometry from the OMol25 dataset. Energies are from wB97M-V/def2-TZVPD.

XYZ file:
```
26
Properties=species:S:1:pos:R:3:forces:R:3
H 2.26370 0.60564 -2.98500 0.235 0.642 0.032
C 0.52601 -0.51808 -2.36793 0.905 2.176 -1.028
H -0.70724 -0.80745 -0.60862 0.408 0.388 0.145
H 0.01716 1.24957 0.11593 0.355 0.293 0.440
H -2.16806 -0.41605 1.28285 -0.507 -0.531 0.467
H -0.28478 -0.05000 -2.92236 -0.619 -1.214 0.161
H 0.17296 -1.94985 1.57619 -0.251 -0.252 0.070
N 0.10934 -1.18066 -1.08414 0.983 -1.280 -1.313
H -3.17777 2.67793 2.41102 0.054 0.299 0.016
C 1.46792 0.77433 -2.27572 -2.183 -0.268 0.758
H 1.11043 -1.17113 -3.01592 -0.666 -0.669 0.428
H -1.44846 1.59487 0.78429 0.055 0.999 0.462
O 1.04943 -2.35944 1.51592 -0.107 0.682 0.180
O -1.78493 -1.29090 1.41982 0.849 0.366 -0.958
H 0.99710 -1.16812 -0.56090 -0.805 0.059 0.862
H 1.77123 1.13274 -1.30511 0.888 -0.707 0.412
H 2.49160 0.45035 0.59419 -0.215 0.113 0.406
H 1.70771 -0.62527 1.43636 -0.160 0.355 -0.268
H 0.77866 1.60567 -2.48225 0.630 -0.005 -0.980
H -0.13508 -2.17154 -1.20640 0.204 0.081 -0.384
H 1.30001 -2.45848 2.44294 0.214 -0.514 0.117
H -2.25594 -1.78170 2.09394 -0.482 0.012 0.465
H -2.13492 3.82101 2.10483 -0.197 -0.376 0.020
O -2.33557 2.87461 1.97292 0.388 -0.381 -0.440
O 1.59487 0.17325 0.85924 0.437 -0.150 -0.188
O -0.92538 0.98871 0.20391 -0.414 -0.118 0.119
```
Forces are in eV/Å.

Frontier orbital gap (spin up / spin down) = 12.7 / 4.1 eV
HOMO (spin up / spin down) = -0.716 / -0.699 Eh
Lowest unoccupied orbital energy (spin up / spin down) = -6.79 / -14.89 eV
Energy relative to the best compared isomer or geometry (same formula, charge and spin) = 0.489 eV
Maximum force = 2.57 eV/A
2S+1 = 2
Molar mass = 136.2 g mol⁻¹
Total charge = +2

natural (NBO) atomic charge list, values in e, 4 entries: number 1, H, carries 0.27; number 2, C, carries -0.27; number 3, H, carries 0.45; number 4, H, carries 0.54

Here is an isolated molecule of C7H10F2 in a non-equilibrium geometry from the OMol25 dataset. Energies are from wB97M-V/def2-TZVPD.

XYZ file:
```
19
Properties=species:S:1:pos:R:3:forces:R:3
C 0.33409 -0.70066 0.12128 6.580 -2.815 2.484
H -1.11966 2.26989 0.15378 0.617 -0.348 -0.015
H 0.55827 -2.60212 -0.62582 -0.314 -1.103 -1.436
H 1.26468 1.92743 1.27452 -0.492 -0.493 -0.984
C 0.41827 -2.19756 0.33812 -0.327 1.684 1.357
F 2.15063 0.03277 -1.15428 0.782 -0.038 -2.042
F 2.63010 -0.25133 0.91204 -1.406 1.027 -0.421
C -0.72545 0.11553 -0.20872 -7.795 4.385 -2.157
C -2.24372 -0.18131 -0.21319 3.242 -2.655 -0.045
C -0.37925 1.58316 -0.30423 1.497 -0.976 0.231
H -2.44578 -0.66858 0.71744 -0.600 0.066 1.339
H 1.33483 -2.54803 0.89115 -1.120 0.688 -0.107
H 1.69299 2.41075 -0.36484 -0.197 -1.134 0.266
C 1.58693 0.21173 0.03980 -0.115 -2.538 1.511
H -2.52141 -1.04506 -0.85900 0.116 0.800 -0.397
H -0.28199 1.84575 -1.35898 -0.383 0.233 -0.318
C 1.12413 1.62263 0.19414 -0.245 2.265 1.551
H -2.81681 0.67611 -0.35674 -0.981 1.227 -0.335
H -0.56085 -2.50109 0.80351 1.141 -0.276 -0.482
```
Forces are in eV/Å.

Frontier orbital gap (spin up / spin down) = 6.1 / 9.4 eV
HOMO (spin up / spin down) = -0.189 / -0.410 Eh
Lowest unoccupied orbital energy (spin up / spin down) = 0.96 / -1.76 eV
Maximum force = 9.20 eV/A
2S+1 = 3
Molar mass = 132.2 g mol⁻¹

natural (NBO) atomic charge list, values in e, 4 entries: number 1, C, carries 0.04; number 2, H, carries 0.22; number 3, H, carries 0.23; number 4, H, carries 0.23

Here is a cluster of 3 separate species, C6H8F4NO2 in total in a non-equilibrium geometry from the OMol25 dataset. Energies are from wB97M-V/def2-TZVPD.

XYZ file:
```
21
Properties=species:S:1:pos:R:3:forces:R:3
H 0.94884 -0.91600 1.26064 2.568 -1.053 0.019
O -3.60131 0.77472 -0.14108 1.943 -0.397 0.087
H 5.45685 0.75398 0.06387 0.578 0.781 0.240
C 0.02187 -0.48730 1.24802 -1.073 0.706 -1.763
C -4.72882 0.99453 -0.17271 -1.577 0.316 -0.082
H -0.68520 -2.58958 0.71665 -0.482 -0.033 1.423
C 4.58991 0.77265 -0.56911 0.599 -1.821 0.281
F -2.19372 -1.96199 -1.21446 -0.157 -0.111 -0.138
H -0.12450 0.00707 2.21131 -0.314 -0.284 -0.290
C -0.08252 0.56553 0.04939 -1.679 1.598 2.517
H -1.29752 0.32773 -1.93969 0.203 -0.333 1.302
F 3.56055 1.36493 -0.01558 -1.102 0.764 0.682
C -1.05201 -1.57289 0.88433 0.635 1.843 -0.028
F 4.27947 -0.54201 -0.69788 -0.409 -0.114 -0.371
O -5.85497 1.21041 -0.21003 -0.373 0.082 0.012
C -1.01956 -0.02976 -0.90933 0.194 -0.091 -1.688
H -0.59176 1.46153 0.60505 0.767 -1.100 -1.657
N -1.36351 -1.18934 -0.51687 -0.565 0.960 0.838
H -1.82742 -1.17455 1.58072 -0.468 -1.971 -0.862
F 4.78207 1.28423 -1.75419 0.270 0.382 -0.821
H 0.78327 0.94613 -0.47904 0.442 -0.122 0.297
```
Forces are in eV/Å.

Frontier orbital gap = 11.6 eV
HOMO = -0.593 Eh
Lowest unoccupied orbital energy = -4.49 eV
Energy relative to the best compared isomer or geometry (same formula, charge and spin) = 0.000 eV
Maximum force = 3.42 eV/A
Molar mass = 202.1 g mol⁻¹
Total charge = +1

natural (NBO) atomic charge list, values in e, 4 entries: number 1, H, carries 0.24; number 2, O, carries -0.59; number 3, H, carries 0.12; number 4, C, carries -0.38

Calculated total energy (Eh)
-231.998525, -517.165699, -472.283657, -837.801427